Below is 2 unconnected molecules or ions with the total composition C6H14N2O, with properties calculated with ωB97M-V/def2-TZVPD.

```
23
Properties=species:S:1:pos:R:3:forces:R:3
C -0.936981 -0.121389 0.867388 0.47 -0.51 0.79
C -0.390275 0.945071 1.829601 0.22 -0.18 -0.09
C -2.479640 -0.048812 0.836910 0.17 0.08 -0.37
N -0.448880 -1.433642 1.288052 0.12 0.14 0.04
C -0.432082 0.181543 -0.513630 -2.93 1.30 -1.55
N -0.821794 0.674294 -1.512579 1.06 -0.90 1.86
H -0.723890 -1.612285 2.247015 -0.01 -0.03 -0.06
H -0.824663 -2.170242 0.701581 -0.04 0.02 0.07
H 0.685024 0.830568 1.958035 0.01 0.00 -0.06
H -0.849876 0.825352 2.812489 -0.10 0.02 -0.08
H -0.585574 1.944832 1.447612 -0.12 0.02 0.07
H -2.883356 -0.793390 0.149898 0.02 0.01 0.02
H -2.872298 -0.241314 1.836626 0.13 -0.03 0.01
H -2.818835 0.932400 0.508614 0.00 0.03 0.00
C 1.819280 -0.089120 -2.475703 -0.39 -0.73 3.13
C 2.020307 -0.188644 -0.620313 1.81 -0.06 -1.87
O 1.272767 1.058581 -2.833431 -2.57 1.23 0.50
H 0.249963 1.091134 -2.314417 2.72 -0.11 -1.94
H 1.240739 -0.987263 -2.731075 0.27 -0.02 -0.14
H 2.884729 -0.128113 -2.710163 -0.22 -0.21 -0.04
H 2.662078 0.688702 -0.538907 0.24 0.00 0.05
H 1.590070 -0.277237 0.371167 -1.30 0.01 -0.27
H 2.643187 -1.081027 -0.604772 0.44 -0.08 -0.06
```
Forces are in eV/Å.

Structure (SMILES) ... CC(C)(N)C#N.CCO
Total charge ... 0
LUMO energy ... 0.020 Eh
Maximum force ... 3.6 eV/Å

=====

Below is 2 unconnected molecules or ions with the total composition C6H14N2O2, with properties calculated with ωB97M-V/def2-TZVPD.

```
24
Properties=species:S:1:pos:R:3:forces:R:3
C -1.985077 -1.927859 -0.555413 0.16 -3.75 0.61
C -1.935140 1.083634 -2.918840 1.76 0.61 1.66
C -2.284823 -0.630635 -1.100251 0.49 2.95 0.52
O -2.827291 0.152320 -0.314561 0.00 -0.23 -1.25
N -1.909170 -0.284387 -2.363329 1.48 0.24 -1.58
H -1.473962 -1.888772 0.385698 -0.06 0.68 0.70
H -1.061695 -0.738281 -2.758987 -1.37 -0.28 0.79
H -2.430214 1.806059 -2.252862 -0.19 -0.55 -0.43
H -2.961479 -2.339770 -0.400963 -0.91 -0.08 0.84
H -1.557447 -2.862903 -0.954620 0.57 1.06 -1.42
H -0.882924 1.463988 -3.035491 -0.57 -0.37 0.62
H -2.221771 1.120239 -3.932391 -1.31 -0.22 -1.00
C 0.845830 1.665565 1.991391 -0.57 2.04 -0.15
C 3.872637 -0.553088 1.001993 -1.02 -1.42 3.10
C 1.614442 0.466081 1.632858 1.99 -2.75 -0.66
O 1.212580 -0.683099 1.644024 -0.85 0.22 0.59
N 2.952036 0.639795 1.216217 0.72 -0.27 -0.10
H 1.336837 2.426829 1.302385 -1.30 -0.24 0.83
H 3.123283 1.498577 0.712491 0.41 -0.15 0.20
H 4.993598 -0.450265 1.220519 -1.78 0.78 -0.54
H -0.280831 1.515888 1.801600 1.93 0.33 0.23
H 1.028254 2.060630 3.049449 -0.21 -0.88 -1.41
H 3.532915 -1.335093 1.844249 0.65 1.79 -1.76
H 3.705845 -1.140940 0.102582 -0.03 0.51 -0.39
```
Forces are in eV/Å.

Structure (SMILES) ... CNC(C)=O.CNC(C)=O
Total charge ... 0
LUMO energy ... 0.025 Eh
Maximum force ... 3.8 eV/Å

=====

Calculated electronic energy (eV), listed in the same order as above: -11473.2473, -13523.1695
Calculated molar mass (g/mol), listed in the same order as above: 130.19, 146.19